Entry 1:
The following is a quantum chemistry calculation of a structure of composition C42H34FeN10S, from the OMol25 dataset.

The geometry in XYZ format:
```
88
Properties=species:S:1:pos:R:3:forces:R:3
Fe -0.00441 0.94501 0.41111 0.4 0.1 0.4
C 4.70666 -3.91062 2.15872 0.0 0.0 0.0
C 3.61151 -3.17886 1.43108 0.0 0.0 0.0
C 2.45471 -3.83197 1.00532 0.0 0.0 0.0
C 1.40975 -3.14487 0.42635 0.0 -0.1 0.0
C 1.44871 -1.75248 0.20871 -0.1 0.1 0.2
N 0.35185 -1.02294 -0.17226 -0.2 0.0 0.0
C -0.58013 -1.62468 -0.99235 0.1 0.0 0.1
C -0.24507 -2.41592 -2.10372 0.0 0.0 -0.1
C -1.19795 -2.87328 -2.99327 0.0 0.0 0.0
C -2.54891 -2.56649 -2.83975 0.0 0.0 0.0
C -3.57891 -3.00530 -3.84724 0.0 0.0 0.0
C -2.90578 -1.81923 -1.72698 0.0 0.0 0.0
C -1.95313 -1.39153 -0.81128 0.0 0.0 0.0
N -2.40743 -0.75601 0.38096 -0.1 0.1 -0.2
C -3.47441 -1.12520 1.12219 0.0 0.0 0.0
C -3.61308 -0.20476 2.13393 0.0 0.0 0.0
C -2.57045 0.70595 1.92621 0.0 0.1 0.0
N -1.85229 0.37257 0.86688 -0.1 -0.2 0.1
C 2.66161 -1.12980 0.55021 0.0 0.0 -0.1
C 3.68942 -1.82006 1.18436 0.0 0.0 0.0
N 2.92716 0.22071 0.16487 0.0 0.0 0.3
C 4.12473 0.68024 -0.26062 0.0 0.0 0.0
C 4.00333 2.03107 -0.47594 0.0 0.0 0.0
C 2.67197 2.31937 -0.15559 0.1 0.0 0.0
N 2.02874 1.22518 0.23180 -0.3 0.1 -0.3
H 4.86399 -4.90497 1.73861 0.0 0.0 0.0
H 5.65111 -3.36873 2.10101 0.0 0.0 0.0
H 4.46358 -4.03644 3.21665 0.0 0.0 0.0
H 2.35584 -4.90020 1.16798 0.0 0.0 0.0
H 0.50384 -3.67710 0.16165 0.0 0.0 0.0
H 0.80014 -2.64073 -2.27393 0.0 0.0 0.0
H -0.88089 -3.46278 -3.84686 0.0 0.0 0.0
H -3.20039 -3.82242 -4.46124 0.0 0.0 0.0
H -4.49383 -3.34729 -3.36096 0.0 0.0 0.0
H -3.85396 -2.18942 -4.52117 0.0 0.0 0.0
H -3.94680 -1.56756 -1.55060 0.0 0.0 0.0
H -4.02443 -2.01849 0.88185 0.0 0.0 0.0
H -4.34407 -0.20484 2.92283 0.0 0.0 0.0
H -2.31191 1.59326 2.48060 0.0 0.0 0.0
H 4.57236 -1.27048 1.49170 0.0 0.0 0.0
H 4.95445 0.00830 -0.39232 0.0 0.0 0.0
H 4.76090 2.70902 -0.82650 0.0 0.0 0.0
H 2.14753 3.25940 -0.19201 0.0 0.0 0.0
C 0.47921 -2.33084 5.23551 0.0 0.0 0.0
C -0.07450 -2.48454 3.97553 0.0 0.0 0.0
C -0.10140 -1.41645 3.08891 0.0 0.0 0.0
C 0.43137 -0.19280 3.45893 0.0 0.0 0.0
C 0.96794 -0.02579 4.73485 0.2 0.0 -0.1
C 0.99615 -1.09530 5.61113 0.0 0.0 0.0
N 0.35731 0.89132 2.51685 0.0 -0.1 -0.2
N 0.46448 2.00590 3.06857 -0.1 0.1 0.0
C 0.25303 3.09600 2.21312 0.0 0.0 0.0
C 0.41056 4.36667 2.77466 0.0 0.0 0.0
C 0.20537 5.47522 1.98055 0.0 0.0 0.0
C -0.15111 5.28360 0.64313 0.0 0.0 0.0
C -0.30744 4.00889 0.11905 0.0 0.0 0.0
C -0.12654 2.84585 0.88648 0.0 0.0 0.0
H 0.50631 -3.16377 5.92666 0.0 0.0 0.0
H -0.48729 -3.43798 3.67148 0.0 0.0 0.0
H -0.55525 -1.50780 2.11598 0.0 -0.1 -0.2
H 1.36735 0.93670 5.02027 0.0 0.0 0.0
H 1.42432 -0.96583 6.59720 0.0 0.0 0.0
H 0.69809 4.45554 3.81568 0.0 0.0 0.0
H 0.32362 6.47395 2.38050 0.0 0.0 0.0
H -0.30335 6.14835 0.00557 0.0 0.0 0.0
H -0.56066 3.92348 -0.93389 0.0 0.0 0.0
N -1.76896 1.37491 -3.49705 0.0 0.0 -0.1
C -0.58697 0.77855 -3.85737 0.0 0.0 0.0
C -0.14520 0.25869 -5.06907 0.0 0.0 0.0
C 1.13766 -0.24557 -5.09024 0.0 0.0 0.0
C 1.94409 -0.21659 -3.94170 0.0 0.0 0.0
C 1.48465 0.28587 -2.74230 0.0 0.0 0.0
C 0.18003 0.77703 -2.69298 0.0 0.0 0.0
N -0.55844 1.31673 -1.63318 0.0 0.1 0.0
C -1.69930 1.70233 -2.17331 0.0 -0.1 0.0
C -2.82232 2.50031 -1.64615 0.0 0.0 0.0
C -3.67230 3.18043 -2.47822 0.0 0.1 0.0
S -4.82066 4.04886 -1.57293 0.0 0.0 0.0
C -4.10040 3.44059 -0.13557 0.0 0.1 0.0
N -3.08217 2.67133 -0.31666 0.0 -0.2 0.1
H -2.57489 1.49492 -4.08206 0.0 0.0 0.0
H -0.77245 0.25642 -5.95117 0.0 0.0 0.0
H 1.53325 -0.65992 -6.00835 0.0 0.0 0.0
H 2.95334 -0.60417 -3.99734 0.0 0.0 0.0
H 2.11264 0.29037 -1.86983 0.0 0.0 -0.1
H -3.65459 3.26466 -3.55217 0.0 0.0 0.0
H -4.48024 3.70928 0.83999 0.0 0.0 0.0
```
Positions in Å, forces in eV/Å.

Energy relative to the best compared isomer or geometry (same formula, charge and spin) ... 0.0 kJ/mol
DFT total energy ... -3830.3712 hartree
Max |F| ... 0.5 eV/A
HOMO-LUMO gap ... 6.44 eV

=====

Entry 2:
The following is a quantum chemistry calculation of a cluster of 4 separate species, C4H16NO3 in total, from the OMol25 dataset.

The geometry in XYZ format:
```
24
Properties=species:S:1:pos:R:3:forces:R:3
C 2.19868 -1.40452 2.20915 -0.4 0.4 3.9
C 0.85798 -1.55380 1.56849 1.5 -2.5 -3.7
C 0.35481 -0.52979 0.67192 -1.9 3.3 -1.5
C -0.95967 -0.07158 0.71742 3.3 -0.4 0.2
N -1.52632 0.89866 -0.22765 1.2 -0.8 -2.3
H 2.50791 -2.44329 2.38066 0.4 0.6 0.4
H 1.97668 -0.88123 3.23624 0.6 -1.2 -1.5
H 3.03994 -0.81646 1.90593 0.1 0.3 -1.4
H 0.15454 -1.75854 2.29202 -1.6 -0.6 1.6
H 0.94510 -2.56343 0.89883 -0.5 2.2 1.2
H 1.16378 -0.02754 -0.04731 -2.1 -1.2 1.3
H -1.73046 -0.26192 1.45909 0.6 -0.7 0.1
H -1.55430 0.46511 -1.19150 0.3 0.4 0.8
H -2.50594 0.87497 -0.02460 -0.8 1.2 0.2
H -1.03869 1.81628 -0.40999 -0.9 -0.9 0.8
H 0.18312 1.35749 -2.89196 -0.4 0.2 -0.4
H -1.11437 2.09156 -3.31827 -0.3 1.2 -1.0
O -0.78361 1.37006 -2.82242 0.8 -1.4 1.1
H 2.89320 3.12566 -0.19597 2.5 -0.1 1.8
H 1.92065 1.99300 -0.84361 1.5 4.2 0.7
O 2.15033 3.04602 -0.72245 -4.0 -4.2 -2.5
H -2.62994 -1.64505 -2.21002 1.0 -2.8 -5.4
H -3.63144 -1.75276 -1.00201 0.5 -0.2 -0.9
O -2.87200 -1.32891 -1.43198 -1.5 3.0 6.2
```
Positions in Å, forces in eV/Å.

Charge ... +1
Energy relative to the best compared isomer or geometry (same formula, charge and spin) ... 316.5 kJ/mol
DFT total energy ... -442.1440 hartree
Max |F| ... 7.1 eV/A
HOMO-LUMO gap ... 10.45 eV

=====

Entry 3:
The following is a quantum chemistry calculation of a structure of composition C20H43N2P3SV, from the OMol25 dataset.

The geometry in XYZ format:
```
70
Properties=species:S:1:pos:R:3:forces:R:3
V -0.15268 -1.63256 -0.58984 1.9 0.3 -0.2
P 0.75778 -1.31754 1.67042 0.3 0.2 1.5
P 0.88408 4.01552 0.27593 0.9 0.0 0.8
P -1.37106 -3.51057 -0.62140 -0.9 -2.5 0.3
H 1.59766 -1.52996 -2.62490 -0.3 -0.1 0.3
C 0.65104 -2.06911 -2.48126 -2.2 0.4 -1.0
C -0.63085 -1.33470 -2.58754 1.2 -0.9 -2.2
H -0.65023 -0.28794 -2.90044 0.3 0.0 0.4
C 2.55755 -1.59075 1.77753 0.0 -0.2 0.0
C 0.47045 0.25133 2.58816 -0.1 0.3 0.1
C -0.04050 -2.49745 2.83180 0.1 -0.1 0.0
C 1.54090 5.49665 -0.45107 0.0 0.2 -0.4
C -0.27696 4.20027 1.61692 -0.5 -0.1 0.1
C 2.13288 2.80011 0.69455 0.0 0.0 -0.9
C -2.01897 -4.28629 -2.11953 -0.2 0.4 -0.5
C -2.69667 -3.53546 0.61454 -0.4 0.1 0.2
C -0.04871 -4.64371 -0.04136 -0.1 -0.1 0.1
H 0.67447 -3.10718 -2.86758 0.0 0.6 0.5
H -1.47052 -1.85884 -3.11191 0.7 0.4 1.0
H 2.88889 -1.71390 2.81843 -0.1 0.0 -0.3
H 3.08413 -0.73879 1.32466 -0.1 -0.2 0.1
H 2.81798 -2.49393 1.20819 0.0 0.2 0.2
H 0.54543 0.09661 3.67677 0.0 -0.1 -0.4
H -0.53345 0.64670 2.37178 0.3 -0.2 0.1
H 1.19789 1.02277 2.31069 -0.1 -0.4 0.2
H 0.43112 -2.44015 3.82370 0.0 0.0 -0.3
H 0.04846 -3.52490 2.45992 0.0 0.3 0.2
H -1.10779 -2.25267 2.94499 0.4 0.0 0.0
H 1.33187 6.34097 0.22666 0.0 -0.2 -0.2
H 1.04802 5.66974 -1.42424 0.2 0.2 0.3
H 2.63011 5.38846 -0.60123 -0.4 0.0 0.0
H 0.00301 3.53683 2.45650 0.0 0.2 -0.5
H -1.29203 3.93782 1.27477 0.2 0.3 0.2
H -0.26039 5.25127 1.95725 -0.1 -0.3 -0.2
H 2.97825 2.86840 -0.00439 -0.1 0.1 0.3
H 1.69334 1.80230 0.58557 0.1 0.3 0.2
H 2.46185 2.95841 1.72991 -0.1 0.2 -0.1
H -2.59267 -5.19363 -1.90259 0.3 0.1 0.2
H -1.20797 -4.50908 -2.82089 -0.1 -0.1 0.2
H -2.69545 -3.59166 -2.62306 -0.1 -0.1 0.0
H -3.15482 -4.53204 0.66737 0.1 0.2 0.0
H -3.47047 -2.80285 0.33991 0.2 -0.3 0.0
H -2.32028 -3.26681 1.61040 -0.1 -0.2 -0.4
H -0.17957 -5.60069 -0.56731 0.2 0.2 0.2
H -0.10305 -4.81473 1.04322 0.0 -0.1 -0.5
H 0.94029 -4.22655 -0.30134 -0.2 -0.3 0.1
C 1.45930 1.74895 -2.24990 -1.2 0.3 -0.5
C 2.17778 0.74731 -1.56007 0.4 -0.6 0.3
C 3.49422 0.44650 -1.91074 -0.5 -0.3 0.5
C 4.14060 1.16444 -2.91621 -0.4 0.7 -0.8
C 3.40214 2.10047 -3.66807 -0.2 -0.1 -0.1
C 2.05364 2.30734 -3.39188 0.3 0.8 -0.4
S -0.18320 2.39531 -1.96226 1.2 -3.0 -1.2
H 0.08300 3.34755 -1.00027 0.6 1.9 1.9
H 1.72367 0.18247 -0.74118 0.0 0.2 -0.1
H 4.05337 -0.35895 -1.42289 -0.4 0.3 0.0
H 5.18535 0.96094 -3.15865 -0.3 0.1 0.1
H 3.84464 2.66435 -4.48524 0.1 -0.3 0.0
H 1.39173 2.92439 -4.01668 0.8 0.0 0.1
C -4.75766 0.48696 0.81550 -0.7 -0.2 -0.9
N -3.38496 0.62906 1.31706 0.8 0.1 -0.2
C -3.15334 1.36047 2.57461 0.5 0.1 0.5
C -2.41057 0.09441 0.65346 0.2 -1.4 -0.1
N -1.60020 -0.56352 0.08666 -2.1 2.2 0.8
H -5.43151 0.88668 1.57310 0.0 -0.1 -0.2
H -4.99472 -0.57079 0.63030 0.1 0.3 0.2
H -4.88548 1.03320 -0.13018 0.0 -0.1 0.4
H -2.59528 0.74133 3.29440 -0.3 0.1 -0.2
H -2.57780 2.28402 2.40524 -0.4 -0.3 0.0
H -4.12708 1.60742 3.00524 0.3 0.0 -0.1
```
Positions in Å, forces in eV/Å.

Charge ... +4
DFT total energy ... -3261.9367 hartree
Max |F| ... 3.5 eV/A
HOMO-LUMO gap (alpha / beta) ... 4.70 / 3.78 eV
Multiplicity ... 2